1.
Below is an isolated molecule of C20H24N2O3Si at a distorted geometry, with properties calculated with the ωB97M-V functional and the def2-TZVPD basis.

SMILES string	C[Si](C)(C)CCOCn1c(=O)c2ccccc2c2cc(C(N)=O)ccc21
gap between HOMO and LUMO	8.7	eV

CARTESIAN COORDINATES (ANGSTROEM)
C (2.621, -2.992, 0.146)
Si (1.292, -2.505, -1.104)
C (0.999, -3.873, -2.385)
C (1.429, -0.719, -1.716)
C (-0.218, -2.563, 0.014)
C (-1.592, -2.849, -0.515)
O (-2.155, -1.729, -1.135)
C (-2.821, -0.885, -0.221)
N (-1.862, -0.093, 0.493)
C (-1.856, -0.279, 1.877)
O (-2.397, -1.262, 2.364)
C (-1.078, 0.676, 2.661)
C (-1.101, 0.573, 4.041)
C (-0.282, 1.375, 4.845)
C (0.513, 2.332, 4.228)
C (0.523, 2.478, 2.868)
C (-0.263, 1.645, 2.079)
C (-0.295, 1.775, 0.599)
C (0.421, 2.778, -0.056)
C (0.381, 2.981, -1.415)
C (1.238, 4.039, -1.977)
N (0.969, 4.462, -3.260)
O (2.211, 4.428, -1.389)
C (-0.459, 2.104, -2.163)
C (-1.232, 1.143, -1.529)
C (-1.153, 0.960, -0.150)
H (3.379, -3.564, -0.355)
H (2.275, -3.657, 0.914)
H (3.126, -2.113, 0.566)
H (1.682, -3.634, -3.197)
H (-0.002, -3.945, -2.787)
H (1.272, -4.859, -1.986)
H (1.761, -0.075, -0.891)
H (2.135, -0.712, -2.526)
H (0.469, -0.378, -2.063)
H (-0.164, -1.559, 0.452)
H (0.033, -3.257, 0.826)
H (-1.535, -3.643, -1.257)
H (-2.307, -3.234, 0.236)
H (-3.507, -0.227, -0.760)
H (-3.455, -1.458, 0.439)
H (-1.709, -0.215, 4.475)
H (-0.334, 1.296, 5.911)
H (1.192, 2.958, 4.813)
H (1.159, 3.214, 2.397)
H (0.979, 3.482, 0.542)
H (0.302, 3.993, -3.851)
H (1.634, 5.008, -3.745)
H (-0.389, 2.096, -3.237)
H (-1.827, 0.480, -2.116)


2.
Below is a structure of composition C20H24N2Zr at a distorted geometry, with properties calculated with the ωB97M-V functional and the def2-TZVPD basis.

gap between HOMO and LUMO	5.2	eV
net charge	+2

CARTESIAN COORDINATES (ANGSTROEM)
C (-2.495, -0.374, 1.726)
C (-1.906, 0.650, -2.310)
H (-2.195, -1.288, 2.258)
H (-3.427, -0.666, 1.178)
H (-2.847, 0.340, 2.489)
H (-1.359, 1.465, -2.805)
H (-1.768, -0.256, -2.924)
H (-2.990, 0.907, -2.305)
C (-0.331, -2.670, 0.254)
C (0.511, -3.757, 0.044)
C (1.671, -3.584, -0.714)
C (2.009, -2.323, -1.185)
H (-1.258, -2.736, 0.830)
H (0.233, -4.719, 0.469)
H (2.328, -4.418, -0.934)
H (2.907, -2.115, -1.767)
N (-0.045, -1.453, -0.272)
C (1.155, -1.242, -0.918)
C (1.465, 0.125, -1.383)
N (0.548, 1.094, -1.092)
C (0.716, 2.361, -1.539)
C (2.733, 1.725, -2.689)
C (1.779, 2.693, -2.377)
H (-0.051, 3.079, -1.236)
H (1.801, 3.699, -2.780)
C (2.600, 0.445, -2.157)
H (3.319, -0.347, -2.361)
H (3.580, 1.958, -3.327)
Zr (-1.496, 0.335, -0.175)
C (-1.517, 2.367, 0.734)
H (-2.022, 3.054, 0.032)
H (-0.592, 2.866, 1.033)
H (-2.123, 2.318, 1.653)
C (0.911, 0.636, 2.025)
C (0.477, -0.104, 3.133)
C (0.703, -1.521, 3.163)
C (-0.046, -2.341, 3.998)
C (-0.947, -1.767, 4.919)
C (-1.005, -0.366, 5.056)
C (-0.293, 0.465, 4.198)
H (0.743, 1.706, 1.933)
H (1.568, 0.143, 1.312)
H (1.470, -1.915, 2.485)
H (0.054, -3.432, 3.938)
H (-1.586, -2.407, 5.535)
H (-1.658, 0.072, 5.813)
H (-0.337, 1.552, 4.264)


3.
Below is a cluster of 2 separate species, C20H24N3O in total at a distorted geometry, with properties calculated with the ωB97M-V functional and the def2-TZVPD basis.

gap between HOMO and LUMO	4.9	eV
net charge	+1

CARTESIAN COORDINATES (ANGSTROEM)
C (0.839, 5.951, 0.742)
N (1.615, 4.742, 0.590)
C (2.954, 4.733, 1.126)
N (0.888, 3.613, 0.612)
C (1.329, 2.535, 0.051)
H (1.454, 6.780, 0.375)
H (-0.071, 5.854, 0.140)
H (0.541, 6.170, 1.782)
H (3.455, 5.628, 0.737)
H (3.000, 4.786, 2.230)
H (3.475, 3.829, 0.795)
H (0.681, 1.654, 0.059)
H (2.301, 2.489, -0.473)
C (-4.955, -0.099, 3.554)
O (-5.119, 0.104, 2.134)
C (-4.012, -0.017, 1.361)
C (-2.743, -0.365, 1.883)
C (-1.675, -0.525, 1.024)
C (-1.813, -0.322, -0.372)
C (-0.740, -0.596, -1.281)
C (0.162, -1.643, -1.105)
C (1.358, -1.914, -1.900)
C (1.974, -1.224, -2.929)
C (3.106, -1.800, -3.534)
C (3.597, -3.048, -3.118)
C (2.968, -3.760, -2.080)
C (1.868, -3.163, -1.482)
N (1.036, -3.636, -0.454)
C (1.142, -4.910, 0.228)
C (0.050, -2.738, -0.205)
C (-3.078, 0.112, -0.861)
C (-4.165, 0.223, -0.029)
H (-5.952, 0.052, 3.958)
H (-4.603, -1.116, 3.774)
H (-4.253, 0.628, 3.982)
H (-2.622, -0.539, 2.954)
H (-0.716, -0.827, 1.444)
H (-0.696, -0.061, -2.229)
H (1.561, -0.262, -3.229)
H (3.611, -1.271, -4.342)
H (4.478, -3.466, -3.604)
H (3.303, -4.735, -1.736)
H (2.002, -5.449, -0.171)
H (1.264, -4.764, 1.310)
H (0.231, -5.509, 0.084)
H (-0.712, -2.938, 0.543)
H (-3.169, 0.316, -1.929)
H (-5.147, 0.500, -0.406)


4.
Below is an isolated molecule of C20H24N4O2S at a distorted geometry, with properties calculated with the ωB97M-V functional and the def2-TZVPD basis.

SMILES string	Cc1csc([C@H](C)N(C)C(=O)CCc2nnc(CCc3ccccc3)o2)n1
gap between HOMO and LUMO	9.5	eV

CARTESIAN COORDINATES (ANGSTROEM)
C (-3.296, -0.528, -4.756)
C (-4.144, -0.811, -3.566)
C (-5.395, -1.345, -3.575)
S (-6.009, -1.499, -1.973)
C (-4.500, -0.818, -1.391)
C (-4.248, -0.650, 0.071)
C (-5.474, -0.115, 0.814)
N (-3.072, 0.172, 0.295)
C (-3.042, 1.501, -0.267)
C (-2.011, -0.389, 0.924)
O (-2.047, -1.523, 1.367)
C (-0.789, 0.498, 1.066)
C (0.345, -0.253, 1.755)
C (1.464, 0.659, 2.074)
N (1.467, 1.951, 2.031)
N (2.705, 2.359, 2.393)
C (3.397, 1.298, 2.638)
C (4.837, 1.202, 2.971)
C (5.661, 1.257, 1.667)
C (5.132, 0.241, 0.693)
C (4.183, 0.605, -0.254)
C (3.619, -0.345, -1.086)
C (4.002, -1.672, -0.986)
C (4.956, -2.042, -0.054)
C (5.514, -1.091, 0.783)
O (2.665, 0.173, 2.461)
N (-3.670, -0.524, -2.323)
H (-3.058, 0.534, -4.798)
H (-2.360, -1.077, -4.680)
H (-3.811, -0.818, -5.668)
H (-5.986, -1.653, -4.413)
H (-3.989, -1.634, 0.492)
H (-5.792, 0.845, 0.414)
H (-6.298, -0.818, 0.719)
H (-5.235, 0.004, 1.867)
H (-4.022, 1.733, -0.675)
H (-2.317, 1.570, -1.080)
H (-2.796, 2.242, 0.494)
H (-0.465, 0.840, 0.082)
H (-1.039, 1.382, 1.655)
H (0.714, -1.065, 1.124)
H (-0.028, -0.714, 2.675)
H (5.114, 2.031, 3.622)
H (5.012, 0.254, 3.481)
H (6.708, 1.059, 1.903)
H (5.578, 2.259, 1.244)
H (3.876, 1.639, -0.330)
H (2.875, -0.049, -1.812)
H (3.559, -2.414, -1.633)
H (5.261, -3.075, 0.027)
H (6.252, -1.386, 1.515)


5.
Below is an isolated molecule of C20H24N4O3S at a distorted geometry, with properties calculated with the ωB97M-V functional and the def2-TZVPD basis.

SMILES string	Cc1ccc(-c2nn(C)c(=O)c3ccccc23)cc1S(=O)(=O)NCCN(C)C
gap between HOMO and LUMO	8.6	eV

CARTESIAN COORDINATES (ANGSTROEM)
C (-3.307, -2.708, -1.396)
C (-2.033, -2.023, -1.022)
C (-0.919, -2.160, -1.855)
C (0.289, -1.561, -1.563)
C (0.434, -0.800, -0.403)
C (1.698, -0.121, -0.079)
N (1.592, 1.127, 0.251)
N (2.664, 1.856, 0.521)
C (2.412, 3.235, 0.875)
C (3.974, 1.420, 0.452)
O (4.892, 2.190, 0.666)
C (4.115, -0.001, 0.130)
C (5.387, -0.576, 0.105)
C (5.530, -1.921, -0.147)
C (4.402, -2.714, -0.356)
C (3.141, -2.162, -0.340)
C (2.976, -0.788, -0.121)
C (-0.671, -0.644, 0.424)
C (-1.879, -1.241, 0.114)
S (-3.141, -0.857, 1.334)
O (-2.621, -1.212, 2.622)
O (-4.440, -1.361, 0.971)
N (-3.143, 0.824, 1.284)
C (-4.056, 1.421, 0.324)
C (-3.420, 1.553, -1.063)
N (-2.654, 2.778, -1.210)
C (-2.331, 3.028, -2.599)
C (-1.451, 2.788, -0.399)
H (-4.114, -2.425, -0.730)
H (-3.171, -3.788, -1.342)
H (-3.578, -2.460, -2.422)
H (-1.018, -2.748, -2.756)
H (1.118, -1.662, -2.248)
H (2.858, 3.450, 1.847)
H (1.336, 3.381, 0.904)
H (2.869, 3.896, 0.137)
H (6.236, 0.061, 0.297)
H (6.512, -2.369, -0.168)
H (4.519, -3.774, -0.526)
H (2.272, -2.787, -0.479)
H (-0.602, -0.056, 1.324)
H (-3.265, 1.160, 2.227)
H (-4.951, 0.793, 0.246)
H (-4.345, 2.415, 0.669)
H (-2.812, 0.657, -1.270)
H (-4.229, 1.591, -1.798)
H (-3.250, 3.095, -3.179)
H (-1.694, 2.242, -3.036)
H (-1.806, 3.979, -2.674)
H (-1.715, 2.601, 0.638)
H (-0.720, 2.028, -0.713)
H (-0.992, 3.773, -0.478)


6.
Below is an isolated molecule of C20H24O4 at a distorted geometry, with properties calculated with the ωB97M-V functional and the def2-TZVPD basis.

SMILES string	C/C(=C\C(=O)OCc1ccoc1)CC/C=C(\C)Cc1cc(C)co1
gap between HOMO and LUMO	8.7	eV

CARTESIAN COORDINATES (ANGSTROEM)
C (-2.447, -0.365, 0.577)
C (-1.793, 0.832, 1.220)
C (-0.764, 0.751, 2.180)
C (-0.180, -0.403, 2.820)
O (0.874, -0.166, 3.404)
O (-0.840, -1.542, 2.898)
C (-0.166, -2.537, 3.692)
C (-0.965, -3.789, 3.595)
C (-2.244, -4.004, 4.208)
C (-2.571, -5.328, 4.001)
O (-1.605, -5.933, 3.231)
C (-0.663, -4.993, 2.999)
C (-2.174, 2.238, 0.791)
C (-1.567, 2.639, -0.560)
C (-0.037, 2.609, -0.571)
C (0.728, 3.063, -1.607)
C (0.100, 3.698, -2.831)
C (2.209, 2.847, -1.553)
C (2.618, 1.899, -2.658)
C (2.547, 0.559, -2.490)
C (2.868, -0.116, -3.683)
C (2.842, -1.580, -3.926)
C (3.064, 0.963, -4.587)
O (3.006, 2.186, -3.919)
H (-1.888, -1.265, 0.777)
H (-3.477, -0.489, 0.936)
H (-2.443, -0.236, -0.499)
H (-0.348, 1.688, 2.494)
H (0.885, -2.753, 3.300)
H (-0.145, -2.235, 4.735)
H (-2.793, -3.217, 4.713)
H (-3.450, -5.780, 4.377)
H (0.338, -5.112, 2.529)
H (-1.835, 2.962, 1.505)
H (-3.241, 2.307, 0.763)
H (-1.963, 3.638, -0.797)
H (-1.955, 1.983, -1.362)
H (0.429, 2.090, 0.262)
H (-0.965, 3.486, -2.924)
H (0.257, 4.803, -2.826)
H (0.589, 3.285, -3.707)
H (2.657, 3.816, -1.676)
H (2.530, 2.509, -0.575)
H (2.195, 0.079, -1.604)
H (2.826, -1.782, -4.995)
H (1.946, -2.030, -3.531)
H (3.721, -2.081, -3.493)
H (3.287, 0.808, -5.634)


7.
Below is a structure of composition C20H25AlB2ClF4N4O22S2 at a distorted geometry, with properties calculated with the ωB97M-V functional and the def2-TZVPD basis.

gap between HOMO and LUMO	1.9	eV
net charge	-1

CARTESIAN COORDINATES (ANGSTROEM)
C (-0.008, -1.756, 3.632)
C (1.223, -2.714, 3.263)
O (1.241, -3.197, 1.890)
B (-0.071, -3.521, 1.398)
O (-1.017, -4.406, 2.015)
C (-0.491, -2.799, -0.028)
C (-1.734, -1.864, -0.218)
C (-2.757, -1.552, 0.979)
C (-4.075, -2.539, 0.874)
N (-4.009, -3.608, 1.910)
N (-4.235, -3.066, -0.506)
N (-5.303, -1.716, 1.217)
C (-1.941, -1.230, -1.645)
C (-0.982, -1.462, -2.852)
C (0.226, -2.421, -2.623)
C (0.475, -3.073, -1.225)
C (1.796, -3.967, -1.339)
O (2.566, -4.411, -0.463)
N (1.930, -4.113, -2.820)
C (1.388, -2.940, -3.587)
O (1.741, -2.496, -4.690)
H (-0.226, -0.944, 2.839)
H (0.315, -1.166, 4.577)
H (-0.963, -2.320, 3.957)
H (1.303, -3.544, 4.054)
H (2.180, -2.074, 3.389)
H (-0.572, -5.157, 2.475)
H (-2.277, -1.571, 2.018)
H (-3.171, -0.491, 0.770)
H (-3.684, -4.497, 1.506)
H (-3.378, -3.330, 2.685)
H (-3.910, -4.039, -0.584)
H (-5.200, -2.971, -0.850)
H (-5.397, -0.949, 0.529)
H (-5.163, -1.327, 2.179)
H (-2.862, -0.545, -1.773)
H (-1.111, -0.978, -3.884)
H (1.164, -4.791, -3.006)
O (0.385, 2.730, -1.311)
S (1.778, 3.001, -1.605)
O (2.183, 3.612, -2.840)
O (2.630, 1.636, -1.400)
C (2.246, 0.485, -2.143)
C (2.615, 0.612, -3.613)
C (2.479, 3.927, -0.273)
H (1.173, 0.293, -2.018)
H (2.778, -0.367, -1.713)
H (2.059, 1.417, -4.094)
H (2.392, -0.312, -4.149)
H (3.678, 0.841, -3.724)
H (2.208, 3.457, 0.672)
H (2.068, 4.938, -0.320)
H (3.560, 3.963, -0.398)
B (2.866, 6.691, 3.854)
O (2.872, 8.160, 3.751)
C (2.870, 8.463, 2.452)
O (2.873, 9.588, 2.015)
C (2.864, 7.229, 1.660)
O (2.861, 7.156, 0.453)
O (2.862, 6.174, 2.474)
O (4.046, 6.211, 4.593)
C (3.598, 5.534, 5.653)
O (4.309, 5.005, 6.473)
C (2.132, 5.539, 5.655)
O (1.419, 5.017, 6.477)
O (1.686, 6.220, 4.597)
Al (-6.137, 0.071, -0.900)
F (1.040, 1.115, 0.149)
C (0.850, -1.081, -8.390)
F (0.666, -1.290, -9.716)
F (1.540, -2.153, -7.934)
F (1.692, -0.024, -8.291)
S (-0.749, -0.813, -7.478)
O (-1.523, -2.032, -7.689)
O (-1.353, 0.364, -8.090)
O (-0.370, -0.606, -6.080)
O (-4.233, -3.675, 5.532)
Cl (-4.033, -2.246, 5.440)
O (-5.267, -1.611, 5.020)
O (-2.993, -1.967, 4.460)
O (-3.634, -1.728, 6.727)


8.
Below is a structure of composition C20H25Cl2NO6SSc, with properties calculated with the ωB97M-V functional and the def2-TZVPD basis.

gap between HOMO and LUMO	7.4	eV
net charge	+1

CARTESIAN COORDINATES (ANGSTROEM)
Sc (-0.704, 0.298, -0.062)
C (2.212, 1.649, -0.870)
C (2.508, 1.334, 0.559)
O (1.677, 0.229, 0.899)
C (1.655, 0.000, 2.313)
C (0.728, 1.010, 2.997)
O (-0.097, 1.606, 1.990)
C (-1.304, 2.187, 2.472)
C (-1.722, 3.157, 1.405)
O (-1.561, 2.512, 0.131)
C (-1.039, 3.367, -0.900)
C (0.455, 3.285, -0.871)
O (0.804, 1.899, -1.014)
H (2.453, 0.799, -1.506)
H (2.782, 2.512, -1.218)
H (2.286, 2.188, 1.204)
H (3.561, 1.067, 0.681)
H (2.671, 0.074, 2.707)
H (1.290, -1.009, 2.451)
H (1.273, 1.814, 3.496)
H (0.109, 0.488, 3.727)
H (-1.137, 2.724, 3.408)
H (-2.046, 1.403, 2.650)
H (-1.084, 4.042, 1.434)
H (-2.762, 3.462, 1.523)
H (-1.375, 4.392, -0.743)
H (-1.437, 3.007, -1.844)
H (0.860, 3.662, 0.073)
H (0.886, 3.853, -1.699)
C (0.691, -0.774, -3.048)
C (0.764, -1.858, -2.009)
C (1.476, -3.023, -2.360)
C (1.543, -4.061, -1.491)
C (0.907, -3.971, -0.238)
C (0.961, -5.044, 0.679)
C (0.344, -4.923, 1.886)
C (-0.335, -3.733, 2.209)
C (-0.414, -2.667, 1.343)
S (-1.299, -1.228, 1.831)
C (0.220, -2.781, 0.076)
N (0.160, -1.726, -0.832)
H (1.499, -0.901, -3.765)
H (0.752, 0.227, -2.633)
H (-0.255, -0.818, -3.583)
H (1.950, -3.071, -3.331)
H (2.083, -4.966, -1.746)
H (1.496, -5.943, 0.403)
H (0.370, -5.735, 2.601)
H (-0.828, -3.645, 3.169)
Cl (-4.013, 2.184, -3.033)
C (-3.891, 0.492, -2.486)
Cl (-5.379, -0.070, -1.762)
C (-2.697, 0.396, -1.547)
O (-2.815, 0.115, -0.336)
O (-1.538, 0.623, -2.024)
H (-3.691, -0.111, -3.365)


9.
Below is an isolated molecule of C20H25ClN2O4S2, with properties calculated with the ωB97M-V functional and the def2-TZVPD basis.

SMILES string	COc1ccc(N([C@H](C)C(=O)NCCSCc2cccc(Cl)c2)S(C)(=O)=O)cc1
gap between HOMO and LUMO	8.6	eV

CARTESIAN COORDINATES (ANGSTROEM)
C (-8.356, -1.352, -0.580)
O (-7.599, -0.170, -0.483)
C (-6.251, -0.271, -0.338)
C (-5.547, 0.933, -0.268)
C (-4.178, 0.946, -0.123)
C (-3.460, -0.249, -0.027)
N (-2.063, -0.201, 0.120)
C (-1.231, -1.359, -0.149)
C (-0.993, -2.239, 1.076)
C (0.121, -0.894, -0.718)
O (1.143, -1.505, -0.507)
N (0.041, 0.171, -1.545)
C (1.228, 0.886, -1.967)
C (1.288, 2.281, -1.339)
S (2.969, 2.759, -0.842)
C (3.201, 1.696, 0.649)
C (4.344, 0.753, 0.458)
C (5.648, 1.240, 0.447)
C (6.715, 0.384, 0.257)
C (6.502, -0.972, 0.074)
C (5.203, -1.450, 0.081)
Cl (4.920, -3.140, -0.148)
C (4.122, -0.605, 0.269)
S (-1.387, 0.994, 1.077)
C (-2.328, 0.937, 2.620)
O (-1.588, 2.270, 0.454)
O (-0.030, 0.629, 1.348)
C (-4.162, -1.446, -0.097)
C (-5.539, -1.461, -0.257)
H (-8.271, -1.961, 0.326)
H (-8.061, -1.949, -1.449)
H (-9.389, -1.031, -0.700)
H (-6.100, 1.855, -0.342)
H (-3.650, 1.884, -0.092)
H (-1.719, -1.936, -0.944)
H (-0.408, -3.106, 0.781)
H (-1.933, -2.567, 1.513)
H (-0.420, -1.681, 1.812)
H (-0.830, 0.679, -1.592)
H (1.241, 0.955, -3.059)
H (2.081, 0.281, -1.649)
H (0.660, 2.329, -0.449)
H (0.964, 3.052, -2.037)
H (2.262, 1.175, 0.823)
H (3.400, 2.383, 1.472)
H (5.816, 2.299, 0.579)
H (7.724, 0.771, 0.249)
H (7.329, -1.649, -0.074)
H (3.119, -1.004, 0.262)
H (-3.378, 1.059, 2.391)
H (-2.130, -0.016, 3.091)
H (-1.973, 1.751, 3.239)
H (-3.649, -2.392, -0.033)
H (-6.038, -2.415, -0.313)